(1)
{"formula": "C46H47ClN4O4P2V", "method": "ωB97M-V/def2-TZVPD", "s_squared": 4.03, "homo_lumo_gap_ev": [4.85, 5.65], "multiplicity": 4, "elements": ["V", "C", "P", "C", "C", "C", "C", "C", "C", "C", "C", "C", "C", "C", "C", "C", "C", "C", "C", "C", "P", "C", "C", "C", "C", "C", "C", "C", "C", "C", "C", "C", "C", "N", "H", "H", "H", "H", "H", "H", "H", "H", "H", "H", "H", "H", "H", "H", "H", "H", "H", "H", "H", "H", "H", "H", "H", "H", "H", "H", "N", "C", "C", "C", "C", "C", "C", "C", "C", "C", "C", "C", "C", "H", "H", "H", "H", "H", "H", "H", "H", "H", "H", "O", "Cl", "O", "O", "O", "N", "C", "C", "N", "C", "C", "H", "H", "H", "H", "H", "H", "H", "H", "H", "H", "H"], "positions_angstrom": [[-1.15, 0.83, -1.69], [-2.83, -1.54, -2.36], [-2.76, -1.17, -0.54], [-2.13, -2.77, 0.16], [-1.88, -3.98, -0.47], [-1.39, -5.06, 0.26], [-1.14, -4.95, 1.61], [-1.39, -3.75, 2.26], [-1.88, -2.69, 1.53], [-4.22, -1.16, 0.54], [-5.18, -2.17, 0.54], [-6.14, -2.20, 1.53], [-6.13, -1.24, 2.54], [-5.17, -0.25, 2.55], [-4.21, -0.21, 1.55], [-1.40, -1.75, -2.77], [-0.82, -2.81, -3.44], [0.57, -2.57, -3.42], [0.75, -1.37, -2.76], [1.96, -0.73, -2.15], [1.68, -1.05, -0.32], [2.62, -2.62, -0.25], [1.92, -3.80, -0.05], [2.58, -5.02, -0.08], [3.95, -5.06, -0.27], [4.66, -3.88, -0.46], [3.99, -2.67, -0.47], [2.84, 0.13, 0.48], [2.56, 1.48, 0.27], [3.27, 2.45, 0.96], [4.25, 2.09, 1.87], [4.51, 0.75, 2.11], [3.80, -0.23, 1.42], [-0.45, -0.86, -2.38], [-3.33, -0.74, -2.91], [-3.41, -2.46, -2.51], [-2.05, -4.09, -1.53], [-1.18, -5.99, -0.26], [-0.75, -5.80, 2.16], [-1.20, -3.66, 3.32], [-2.09, -1.75, 2.02], [-5.15, -2.93, -0.23], [-6.89, -2.97, 1.54], [-6.88, -1.28, 3.32], [-5.16, 0.49, 3.34], [-3.44, 0.55, 1.53], [-1.31, -3.66, -3.87], [1.33, -3.21, -3.83], [1.97, 0.35, -2.32], [2.89, -1.19, -2.49], [0.85, -3.76, 0.10], [2.02, -5.94, 0.06], [4.47, -6.01, -0.29], [5.73, -3.91, -0.62], [4.55, -1.76, -0.67], [1.77, 1.76, -0.41], [3.05, 3.50, 0.78], [4.80, 2.85, 2.41], [5.27, 0.46, 2.82], [4.00, -1.27, 1.61], [-0.58, 1.82, -3.49], [0.76, 2.28, -3.41], [1.72, 1.83, -4.32], [3.03, 2.27, -4.23], [3.38, 3.19, -3.25], [2.43, 3.62, -2.34], [1.12, 3.17, -2.39], [0.10, 3.59, -1.40], [0.13, 4.94, -0.95], [-0.80, 5.38, -0.02], [-1.77, 4.55, 0.46], [-1.99, 3.19, -0.14], [-0.81, 2.67, -0.94], [-0.74, 1.25, -4.32], [-1.25, 2.60, -3.49], [1.44, 1.11, -5.07], [3.77, 1.92, -4.94], [4.40, 3.55, -3.18], [2.72, 4.31, -1.56], [0.87, 5.63, -1.34], [-0.75, 6.41, 0.34], [-2.55, 4.90, 1.11], [-2.28, 2.47, 0.66], [-3.06, 3.40, -0.98], [-2.96, 1.49, -1.94], [-3.96, 0.69, -1.19], [-3.40, 1.79, -3.30], [-1.73, -0.20, -0.06], [1.07, 1.77, 4.33], [1.02, 2.93, 3.39], [-0.33, 2.82, 2.66], [-0.49, 1.58, 1.98], [-0.24, 0.42, 2.78], [1.08, 0.49, 3.57], [0.21, 1.79, 4.88], [1.88, 1.83, 4.96], [1.85, 2.84, 2.69], [1.09, 3.86, 3.95], [-0.45, 3.63, 1.93], [-1.14, 2.93, 3.40], [-0.11, 1.54, 1.04], [-0.24, -0.45, 2.12], [-1.07, 0.30, 3.50], [1.94, 0.49, 2.89], [1.16, -0.34, 4.26]]}

***

(2)
{"formula": "CH8N3", "method": "ωB97M-V/def2-TZVPD", "charge": 1, "smiles": "NNC[NH3+]", "homo_lumo_gap_ev": 10.92, "multiplicity": 1, "elements": ["N", "N", "C", "N", "H", "H", "H", "H", "H", "H", "H", "H"], "positions_angstrom": [[-1.37, 0.61, -0.06], [-0.91, -0.60, 0.50], [0.63, -0.73, -0.05], [1.23, 0.57, 0.13], [-1.64, 0.51, -1.02], [-2.13, 1.06, 0.47], [-1.38, -1.48, 0.25], [0.63, -0.80, -1.22], [1.06, -1.59, 0.56], [1.97, 0.73, -0.59], [0.41, 1.21, -0.13], [1.50, 0.49, 1.15]]}

***

Sequential ΔE to the lowest compared entry with this formula, charge and spin output: 401.3, 303.3 kJ/mol
Sequential total energy output: -4387.6212, -206.8442 hartree